{"formula": "C47H75I2N17O4", "method": "ωB97M-V with the def2-TZVPD basis set", "gap_ev": 8.76, "homo_energy_ev": -8.7, "total_charge": 0, "largest_force_ev_per_a": 4.161, "elements": ["C", "C", "C", "C", "C", "O", "C", "C", "C", "C", "C", "C", "C", "C", "O", "O", "C", "N", "I", "C", "O", "I", "H", "H", "H", "H", "H", "H", "H", "H", "H", "H", "H", "H", "H", "H", "H", "H", "H", "H", "H", "H", "H", "H", "H", "H", "H", "H", "H", "C", "C", "N", "H", "H", "H", "C", "C", "N", "H", "H", "H", "C", "C", "N", "H", "H", "H", "C", "C", "N", "H", "H", "H", "C", "C", "N", "H", "H", "H", "C", "C", "N", "H", "H", "H", "C", "C", "N", "H", "H", "H", "C", "C", "N", "H", "H", "H", "C", "C", "N", "H", "H", "H", "C", "C", "N", "H", "H", "H", "C", "C", "N", "H", "H", "H", "C", "C", "N", "H", "H", "H", "C", "C", "N", "H", "H", "H", "C", "C", "N", "H", "H", "H", "C", "C", "N", "H", "H", "H", "C", "C", "N", "H", "H", "H"], "xyz": [[1.6034, 1.8515, 2.6401], [2.2275, 1.6283, 1.1828], [1.3744, 0.6759, 0.2213], [-0.1227, 1.2671, 0.1102], [1.4254, -0.8833, 0.5815], [0.2160, -1.6399, 0.5139], [-0.5586, -1.5525, 1.7338], [-2.1252, -1.3122, 1.5148], [-2.8992, -2.2116, 2.6387], [-2.6981, -1.7919, 0.1009], [-3.2905, -0.6117, -0.8179], [-4.2482, 0.4124, -0.0383], [-4.2344, -1.3484, -1.9225], [2.4892, -1.2157, 1.7682], [2.3010, -1.4257, 2.9701], [3.8096, -1.1744, 1.1803], [3.8284, -1.2117, -0.2868], [4.4707, -0.0983, -1.0011], [5.0700, -2.9910, -0.7359], [2.3009, -1.6027, -0.5892], [2.2489, -3.0018, -0.1946], [1.5282, -1.6289, -2.6223], [1.3072, 0.8993, 3.1855], [2.4408, 2.3277, 3.2763], [0.7737, 2.6430, 2.6124], [3.3386, 1.3396, 1.2638], [2.2370, 2.6661, 0.6772], [1.8230, 0.8042, -0.8335], [-0.7280, 0.4968, -0.4643], [-0.0982, 2.2939, -0.3804], [-0.6097, 1.3673, 1.1425], [-0.4390, -2.4657, 2.4264], [-0.1594, -0.6558, 2.3381], [-2.3460, -0.2317, 1.7849], [-2.3845, -2.2019, 3.6519], [-2.9347, -3.2730, 2.1885], [-4.0003, -1.8839, 2.6912], [-3.5895, -2.5096, 0.3052], [-1.9673, -2.3819, -0.5410], [-2.5098, -0.0458, -1.4232], [-5.1136, -0.0907, 0.5065], [-3.5918, 1.0491, 0.6453], [-4.7023, 1.1209, -0.8246], [-3.6255, -1.9334, -2.6921], [-4.9343, -2.0365, -1.3281], [-4.9248, -0.5719, -2.4166], [4.3797, 0.7975, -0.4958], [3.9652, 0.0412, -1.8943], [1.9092, -3.4836, -0.9900], [-7.0303, -5.2324, -0.9303], [-5.6746, -4.7574, -0.6454], [-4.6098, -4.3835, -0.4215], [-7.7806, -4.4810, -0.6741], [-7.1574, -5.4713, -1.9884], [-7.2666, -6.1349, -0.3625], [3.4297, -1.5819, -6.4225], [1.9706, -1.5000, -6.5235], [0.8239, -1.4358, -6.5985], [3.8618, -2.1089, -7.2762], [3.8853, -0.5899, -6.3873], [3.7397, -2.1141, -5.5201], [2.3614, 2.8602, -3.2578], [3.3070, 1.7892, -3.5841], [4.0572, 0.9545, -3.8462], [2.2757, 3.0074, -2.1795], [2.6722, 3.8133, -3.6918], [1.3613, 2.6432, -3.6347], [0.7590, 4.3306, 5.7412], [0.1280, 4.8935, 4.5453], [-0.3675, 5.3343, 3.6047], [0.5407, 3.2653, 5.8458], [1.8454, 4.4384, 5.7096], [0.4093, 4.8255, 6.6499], [-7.7525, 1.3100, -2.4945], [-6.3541, 1.6569, -2.7532], [-5.2533, 1.9277, -2.9532], [-8.3593, 2.2001, -2.3156], [-8.1965, 0.7782, -3.3388], [-7.8498, 0.6668, -1.6161], [-1.8815, 5.7189, -1.6535], [-0.9373, 4.6465, -1.9782], [-0.1958, 3.8033, -2.2333], [-1.9684, 5.8647, -0.5751], [-1.5719, 6.6674, -2.0847], [-2.8819, 5.5010, -2.0333], [-0.2423, -5.8091, -2.9707], [1.1123, -5.3243, -2.7011], [2.1780, -4.9419, -2.4890], [-0.9952, -5.0634, -2.7045], [-0.3796, -6.0478, -4.0277], [-0.4646, -6.7139, -2.4002], [3.3117, -4.0272, 4.7086], [3.9525, -4.7478, 5.8114], [4.4558, -5.3137, 6.6773], [3.0512, -4.6987, 3.8879], [2.3910, -3.5359, 5.0306], [3.9652, -3.2539, 4.2996], [7.2471, -0.4616, -3.7033], [8.4713, -0.7852, -4.4394], [9.4335, -1.0395, -5.0182], [6.5165, 0.0430, -4.3395], [6.7659, -1.3591, -3.3068], [7.4492, 0.1981, -2.8568], [1.0237, -5.2265, 1.8407], [0.2790, -6.2920, 1.1656], [-0.3065, -7.1289, 0.6352], [2.0687, -5.5036, 1.9978], [1.0178, -4.3016, 1.2584], [0.5983, -4.9961, 2.8206], [-0.6003, 9.7035, -0.3533], [-1.7183, 8.9183, -0.8809], [-2.5964, 8.3005, -1.2954], [-0.5388, 9.6323, 0.7348], [0.3556, 9.3614, -0.7563], [-0.6995, 10.7616, -0.6052], [10.7585, 1.7939, -5.8382], [10.3277, 3.1301, -5.4194], [9.9893, 4.1795, -5.0900], [9.9197, 1.0985, -5.8879], [11.2230, 1.8131, -6.8267], [11.4886, 1.3712, -5.1448], [-6.4027, 3.4642, -6.2482], [-7.5286, 3.7359, -5.3519], [-8.4118, 3.9473, -4.6455], [-6.2037, 2.3934, -6.3287], [-6.5944, 3.8365, -7.2571], [-5.4853, 3.9394, -5.8946], [-6.4055, -0.6720, 4.0093], [-7.0193, -0.1115, 2.8030], [-7.5003, 0.3288, 1.8550], [-6.6420, -1.7322, 4.1241], [-5.3167, -0.5821, 3.9843], [-6.7533, -0.1617, 4.9103], [-3.4935, 3.5656, 4.0573], [-3.0619, 2.1730, 4.2001], [-2.7224, 1.0788, 4.3123], [-4.4453, 3.7443, 4.5627], [-2.7636, 4.2575, 4.4832], [-3.6260, 3.8384, 3.0081], [5.9564, -4.4472, 9.9929], [6.5972, -5.1680, 11.0956], [7.1004, -5.7340, 11.9616], [5.6951, -5.1183, 9.1710], [5.0357, -3.9561, 10.3155], [6.6108, -3.6740, 9.5845]], "atomic_forces_ev_per_a": [[0.99, 0.82, 0.25], [-0.07, 0.65, -0.03], [-0.42, 1.40, 0.13], [0.37, -0.82, 0.53], [1.59, -0.87, -2.19], [0.44, 1.27, 1.69], [-0.73, 0.95, 1.53], [-0.13, -1.11, 0.83], [-0.02, -0.13, -1.32], [-0.92, 0.71, -0.17], [-1.51, -0.88, -0.76], [0.79, 0.40, -0.88], [-0.36, 0.54, 0.83], [-0.23, 0.06, 0.91], [1.00, 0.58, -4.00], [-1.59, 0.58, 0.11], [-0.63, -0.40, -0.22], [-1.48, 0.05, 1.09], [0.15, 0.46, -0.08], [0.21, -1.69, 1.66], [-0.78, 0.79, -1.28], [0.30, 1.13, 0.59], [0.15, 1.21, -0.88], [-1.23, -0.72, -0.86], [0.96, -1.46, 0.02], [-1.75, 0.14, -0.03], [-0.03, -1.53, 0.67], [-0.66, -0.40, 1.53], [0.62, 1.30, 0.51], [-0.06, -1.55, 0.50], [0.74, -0.16, -1.38], [0.19, 1.04, -1.39], [-0.63, -1.38, -0.75], [0.22, -1.29, -0.78], [-0.80, 0.08, -1.21], [0.21, 1.41, 1.03], [1.71, -0.34, 0.13], [1.67, 1.37, -0.35], [-0.64, 0.71, 1.05], [-0.81, -0.60, 1.08], [1.32, 0.52, -0.53], [-1.17, -0.80, -0.56], [0.76, -1.09, 1.37], [-0.95, 0.74, 1.05], [1.09, 0.75, -1.06], [1.36, -1.19, 0.43], [0.06, -0.72, -0.06], [0.56, -0.33, 0.51], [0.60, -0.04, 1.06], [-0.31, -0.09, -0.07], [0.01, -0.04, 0.02], [-0.49, -0.44, -0.09], [0.23, 0.05, 0.03], [0.21, 0.08, 0.08], [0.22, 0.10, 0.02], [0.37, -0.02, -0.02], [0.03, 0.00, 0.05], [0.37, -0.03, 0.08], [-0.25, 0.01, 0.00], [-0.25, -0.02, 0.04], [-0.24, 0.06, -0.01], [-0.01, 0.03, -0.07], [0.12, 0.12, -0.16], [-0.34, 0.38, 0.00], [0.06, -0.19, -0.11], [0.16, -0.19, -0.04], [0.21, -0.18, 0.07], [0.14, -0.15, 0.28], [0.03, 0.00, -0.02], [0.12, -0.16, 0.32], [-0.09, 0.10, -0.21], [-0.13, 0.08, -0.19], [-0.08, 0.08, -0.21], [-0.33, -0.13, 0.15], [-0.10, 0.12, -0.10], [-0.45, 0.05, -0.11], [0.25, 0.04, -0.11], [0.22, 0.10, -0.04], [0.27, 0.07, -0.02], [0.03, -0.31, -0.08], [-0.08, -0.13, 0.02], [-0.43, 0.53, 0.14], [0.16, -0.16, -0.11], [0.16, -0.44, -0.11], [0.17, -0.13, -0.04], [-0.32, -0.16, -0.08], [-0.03, -0.14, 0.01], [-0.46, -0.27, -0.06], [0.23, 0.07, 0.06], [0.24, 0.11, 0.06], [0.23, 0.13, 0.10], [-0.10, 0.16, -0.21], [0.00, -0.04, 0.00], [-0.15, 0.23, -0.23], [0.14, -0.08, 0.21], [0.14, -0.08, 0.13], [0.02, -0.11, 0.15], [-0.26, 0.06, 0.09], [-0.01, -0.07, 0.05], [-0.37, 0.05, 0.20], [0.17, -0.06, -0.04], [0.18, 0.00, -0.07], [0.15, -0.09, -0.12], [0.09, 0.26, 0.16], [0.00, -0.02, 0.02], [0.20, 0.32, 0.10], [-0.13, -0.16, -0.20], [-0.06, -0.16, -0.09], [-0.15, -0.20, -0.12], [0.26, 0.17, 0.12], [-0.14, 0.17, 0.04], [0.17, 0.88, 0.33], [-0.18, -0.13, -0.12], [-0.19, -0.11, -0.06], [-0.17, -0.16, -0.08], [0.08, -0.18, -0.16], [0.04, 0.03, -0.01], [0.09, -0.36, -0.10], [0.05, 0.21, 0.08], [-0.07, 0.22, 0.09], [-0.13, 0.17, 0.05], [0.26, -0.04, -0.23], [0.01, 0.00, 0.03], [0.29, -0.12, -0.22], [-0.15, 0.08, 0.17], [-0.18, 0.03, 0.17], [-0.20, -0.01, 0.16], [0.16, -0.10, 0.27], [-0.01, 0.01, -0.01], [0.15, -0.16, 0.30], [-0.08, 0.11, -0.19], [-0.11, 0.11, -0.17], [-0.09, 0.07, -0.21], [-0.12, 0.32, 0.00], [0.00, 0.01, -0.03], [-0.11, 0.34, -0.04], [0.08, -0.24, 0.00], [0.05, -0.23, -0.06], [0.10, -0.21, 0.05], [-0.14, 0.10, -0.27], [0.01, 0.01, 0.03], [-0.17, 0.20, -0.29], [0.08, -0.06, 0.15], [0.12, -0.13, 0.15], [0.08, -0.14, 0.17]], "mulliken_charge": [-0.89, -0.77, 1.83, -0.77, 1.79, 0.43, -0.50, 1.75, -1.50, -0.13, 0.82, -1.10, -0.95, -0.52, -0.57, -0.34, -0.20, -0.09, -0.09, -1.02, -0.01, 0.01, 0.10, 0.39, 0.14, 0.41, 0.35, -0.67, -0.22, 0.15, 0.15, 0.23, -0.13, -0.49, 0.35, 0.46, 0.07, 0.03, -0.14, 0.07, 0.13, 0.18, 0.26, 0.24, 0.14, 0.19, 0.38, -0.18, -0.12, -0.94, 0.43, -0.37, 0.27, 0.28, 0.31, -0.62, 0.33, -0.43, 0.35, 0.20, 0.21, -0.56, 0.34, -0.37, 0.01, 0.42, 0.28, -0.91, 0.44, -0.42, 0.26, 0.33, 0.35, -1.06, 0.55, -0.41, 0.38, 0.31, 0.31, -0.95, 0.43, -0.37, 0.27, 0.25, 0.31, -0.77, 0.57, -0.49, 0.14, 0.35, 0.31, -0.20, 0.10, -0.37, -0.06, 0.29, 0.24, -0.43, 0.26, -0.48, 0.17, 0.18, 0.30, 0.02, 0.06, -0.48, 0.32, -0.38, 0.41, -0.83, 0.48, -0.45, 0.27, 0.27, 0.29, -0.64, 0.35, -0.38, 0.11, 0.28, 0.25, -0.80, 0.40, -0.42, 0.26, 0.33, 0.25, -0.65, 0.48, -0.42, 0.29, 0.05, 0.31, -0.85, 0.52, -0.47, 0.34, 0.20, 0.24, -0.60, 0.29, -0.36, 0.18, 0.25, 0.25]}